DFT (the ωB97M-V functional and the def2-TZVPD basis) results for the molecule C2H3N3O2 at a distorted geometry.

Summary:
ΔE to the lowest compared entry with this formula, charge and spin = 93.5 kcal per mole
energy = -392.64455 Eh
structure (SMILES) = O=c1ncn(O)[nH]1
frontier orbital gap = 0.3735 hartree

```
! RIJCOSX wB97M-V def2-TZVPD def2/J DEFGRID3
* xyz 0 1
O 0.73 -1.14 2.32
C 0.61 -0.77 1.23
N 0.78 -1.36 0.00
C 0.27 -0.60 -0.93
N -0.44 0.37 -0.44
O -0.35 1.38 -1.31
N -0.05 0.64 1.01
H 0.47 -0.67 -1.99
H -1.17 1.66 -1.61
H -0.85 0.48 1.73
*
```